1.
This record from the Open Molecules 2025 dataset describes a structure of composition H12O6Xe. The level of theory is ωB97M-V/def2-TZVPD.

XYZ file:
```
19
Properties=species:S:1:pos:R:3:forces:R:3
Xe -11.90578 -7.29355 8.59693 0.0 0.0 0.0
O -11.14561 -4.12776 7.37334 0.1 0.5 0.4
H -11.28383 -3.32822 6.86555 0.0 0.2 -0.2
H -11.16877 -4.83113 6.72452 0.1 -0.5 -0.4
O -10.88468 -5.41368 11.67431 0.1 0.2 0.1
H -10.16579 -5.52681 11.05252 0.2 0.0 -0.2
H -11.13341 -6.30519 11.91839 -0.2 -0.2 0.1
O -10.41321 -5.92977 5.31415 -0.3 -0.1 0.0
H -9.56951 -6.22179 5.65929 0.3 -0.2 0.2
H -10.19719 -5.49237 4.49059 0.0 0.1 -0.3
O -8.66150 -9.20910 7.86396 0.3 0.2 -0.3
H -8.60607 -9.66737 8.70250 -0.2 0.0 0.4
H -9.38167 -9.63899 7.40268 -0.2 -0.1 -0.1
O -12.23927 -3.43716 9.86878 -0.3 0.4 0.3
H -11.62175 -3.89064 10.44259 0.0 -0.2 0.3
H -11.82953 -3.46663 9.00421 0.1 -0.3 -0.3
O -8.88596 -8.86005 10.84905 -0.2 -0.3 0.1
H -8.91425 -7.92576 10.64283 0.0 0.2 -0.2
H -7.95505 -9.08201 10.82970 0.3 0.0 0.2
```
Positions in Å, forces in eV/Å.

Its HOMO energy is -0.37305 Eh. The calculation puts the total energy at -21441.96552 eV. As for the net charge: 0.

Formally, the Löwdin partial charges of the atoms, in units of the elementary charge, are as follows:
1. Xe 0.246
2. O -0.105
3. H 0.051
4. H -0.038
5. O -0.066
6. H 0.020
7. H 0.033
8. O -0.058
9. H 0.052
10. H 0.053
11. O -0.088
12. H 0.002
13. H 0.023
14. O -0.076
15. H -0.019
16. H -0.031
17. O -0.058
18. H 0.020
19. H 0.041

***

2.
This record from the Open Molecules 2025 dataset describes an isolated molecule of C4H6N2S2. The level of theory is ωB97M-V/def2-TZVPD.

XYZ file:
```
14
Properties=species:S:1:pos:R:3:forces:R:3
C -1.47038 -1.22396 0.52018 -2.8 -2.8 0.6
C -0.26835 -0.44997 0.11800 -0.3 -1.5 -0.4
N 0.98256 -0.89539 0.33755 -2.0 1.6 0.1
N 1.70906 0.17255 -0.00395 2.0 1.1 -0.2
S 3.44381 0.08402 0.49971 -2.1 0.9 -0.6
C 0.95762 1.24792 -0.56107 4.1 1.7 1.2
C -0.31313 0.81089 -0.51637 -1.8 -0.6 -0.5
S -1.80476 1.38889 -1.29582 -0.9 -2.4 -1.0
H -2.05092 -0.65181 1.38209 1.3 -1.3 -1.6
H -2.43859 -1.43745 -0.31424 3.3 0.7 2.1
H -1.10142 -2.33286 0.88581 -1.1 2.9 -0.7
H 3.25437 0.96026 1.51556 0.2 -0.3 -0.1
H 1.48188 2.33755 -0.62625 -1.5 -3.1 -0.4
H -2.38176 -0.01064 -1.94121 1.7 3.1 1.6
```
Positions in Å, forces in eV/Å.

Its HOMO energy is -0.32169 Eh. The calculation puts the total energy at -28892.28568 eV. The SMILES is Cc1nn(S)cc1S. As for the net charge: 0.

Formally, the Löwdin partial charges of the atoms, in units of the elementary charge, are as follows:
1. C -0.120
2. C -0.447
3. N 0.050
4. N -0.521
5. S 0.770
6. C -0.126
7. C -0.662
8. S 0.676
9. H 0.103
10. H 0.108
11. H 0.117
12. H -0.144
13. H 0.171
14. H 0.024

***

What did we get for lowest unoccupied orbital energy? Answer: 0.23 0.19 eV, in the order shown.
What did we get for HOMO-LUMO gap? Answer: 10.377 8.939 eV, in the order shown.
What did we get for energy relative to the best compared isomer or geometry (same formula, charge and spin)? Answer: 33.25 378.71 kJ/mol, in the order shown.